1.
Density functional theory data (ωB97M-V/def2-TZVPD) for a 2-piece molecular cluster, C10H18N2Si overall.

XYZ file:
```
31
Properties=species:S:1:pos:R:3:mulliken_charge:R:1
C 4.71170 0.13117 0.07151 -0.15
C 4.24608 -0.01628 1.43293 -0.67
C 3.83671 0.25620 -1.00990 -0.90
C 2.82647 0.12526 1.60964 -0.15
C 2.44398 0.22362 -0.72154 0.10
C 1.92514 0.20895 0.51327 -0.11
C -1.68113 -1.74404 0.67320 -1.59
C -3.50452 -0.77995 -0.64414 -1.74
C -1.20106 -0.89255 -1.64158 -1.32
C -1.96043 -0.66939 -0.35970 1.50
N -1.69404 2.29663 -0.66635 -0.36
N -1.78456 1.55966 2.04666 -0.57
Si -1.40225 1.09767 0.43916 0.36
H 5.74322 0.20371 -0.20393 0.33
H 4.86536 0.11714 2.37417 0.27
H 4.21162 0.53544 -1.96904 0.35
H 2.56963 -0.10902 2.65085 0.27
H 1.76956 0.16995 -1.59848 0.20
H -0.58713 -1.80022 0.90176 0.29
H -2.30341 -1.42806 1.59029 0.41
H -2.12050 -2.69418 0.30008 0.41
H -3.79041 -1.66684 -1.31945 0.37
H -3.86688 -0.03824 -1.25735 0.49
H -4.00195 -0.85519 0.30234 0.42
H -0.13403 -0.56957 -1.50770 -0.09
H -1.35317 -1.88260 -1.97024 0.52
H -1.66843 -0.36863 -2.55252 0.38
H -1.41180 3.28132 -0.75409 0.23
H -1.93837 1.98809 -1.57386 0.23
H -1.38979 0.86076 2.71433 0.29
H -1.35564 2.45919 2.12969 0.23
```

Output
LUMO (alpha / beta) (eV): -0.08 / -0.08
Energy relative to the best compared isomer or geometry (same formula, charge and spin) (kJ/mol): 250.9
F_max (Eh/bohr): 0.0611
HOMO level (alpha / beta) (eV): -6.81 / -6.78

***

2.
Density functional theory data (ωB97M-V/def2-TZVPD) for a 2-piece molecular cluster, C10H18N3O overall.

XYZ file:
```
32
Properties=species:S:1:pos:R:3:mulliken_charge:R:1
N 3.42361 0.33791 4.54248 -0.27
C 2.87940 0.40051 3.53649 0.38
O 2.05238 0.46302 2.41396 -0.22
N 0.79365 0.18321 2.88385 0.29
C -0.27540 1.02826 3.23008 -0.09
C -1.25567 0.04780 3.65251 -0.42
N -0.70616 -1.25323 3.54456 -0.06
C 0.56527 -1.15965 3.03837 -0.16
H -0.29642 2.13639 3.16959 0.45
H -2.26889 0.31060 4.02515 0.39
H -1.13591 -2.15056 3.78171 0.26
H 1.33021 -1.92197 2.77462 0.41
C 1.52582 -0.98278 -0.72838 -1.23
C 0.57151 0.20346 -0.66942 0.12
C -0.86610 -0.15235 -1.05025 -0.66
C -1.05713 -0.65792 -2.48181 -0.86
C -0.58317 0.29564 -3.57920 -0.35
C -1.33483 1.62145 -3.59260 -1.18
H 1.61081 -1.38290 -1.73936 0.41
H 2.52519 -0.67725 -0.40915 0.37
H 1.19085 -1.78836 -0.06644 0.20
H 0.94814 1.00833 -1.30621 0.35
H 0.56804 0.59795 0.35269 -0.09
H -1.50052 0.72456 -0.88535 0.38
H -1.23511 -0.92219 -0.36039 0.32
H -2.12056 -0.87117 -2.63248 0.38
H -0.54086 -1.61560 -2.60193 0.32
H -0.72500 -0.19427 -4.54639 0.38
H 0.49077 0.48354 -3.48519 0.23
H -2.40730 1.45990 -3.72532 0.30
H -0.98443 2.24457 -4.41793 0.38
H -1.18222 2.18313 -2.66828 0.27
```

Output
LUMO (eV): -4.38
Energy relative to the best compared isomer or geometry (same formula, charge and spin) (kJ/mol): 588.0
F_max (Eh/bohr): 0.0738
HOMO level (eV): -13.49
Total charge: +1

***

3.
Density functional theory data (ωB97M-V/def2-TZVPD) for a 2-piece molecular cluster, C10H18N3O8S overall.

XYZ file:
```
40
Properties=species:S:1:pos:R:3:mulliken_charge:R:1
C -4.06052 -1.36933 0.80364 -1.26
C -2.60784 -0.75859 0.47984 0.42
C -2.61026 0.80008 0.07985 -0.73
N -1.35899 1.07008 -0.69264 0.04
C -0.34042 1.85832 0.05286 -0.56
C -0.15707 1.48860 1.60005 -0.90
S 0.76343 -0.14444 1.80979 1.05
O 0.13088 -0.99168 2.88557 -0.61
O 2.17503 0.15640 2.28697 -0.54
O 0.75061 -0.84465 0.28487 -0.42
C 1.51572 -0.01227 -0.62948 0.23
C 1.51370 -0.75465 -2.05589 -1.06
C 0.26906 -0.40794 -2.99952 0.05
O 0.36148 -1.17028 -4.24847 -0.55
C 1.09157 1.53968 -0.66747 -0.39
O 2.18136 2.30274 -0.01258 -0.29
C 3.19941 2.54355 -0.98364 0.50
N 4.23504 2.54561 -1.60928 -0.51
H -4.51973 -0.81987 1.70186 0.30
H -4.75014 -1.43219 -0.10684 0.32
H -3.88325 -2.46615 1.13559 0.34
H -2.16413 -1.31899 -0.43198 0.04
H -1.95759 -0.93560 1.40335 0.02
H -3.48867 0.93337 -0.66826 0.35
H -2.82430 1.51872 0.94147 0.21
H -1.64600 1.68731 -1.48169 0.31
H -0.50842 2.99582 -0.10365 0.32
H -1.09871 1.54808 2.23989 0.36
H 0.57299 2.27445 2.03869 0.50
H 2.61294 -0.05358 -0.25439 0.59
H 2.47113 -0.51231 -2.62992 0.34
H 1.50850 -1.89796 -1.89464 0.32
H 0.16377 0.69581 -3.28184 0.21
H -0.73880 -0.71149 -2.51863 -0.01
H -0.11978 -0.69249 -4.95565 0.32
H 1.02333 1.91211 -1.74495 0.70
N 3.07449 -2.64424 3.55746 0.92
O 3.07724 -1.52971 2.98967 -0.55
O 2.84901 -2.71997 4.78246 -0.68
O 3.29393 -3.68234 2.89750 -0.68
```

Output
LUMO (eV): 1.84
F_max (Eh/bohr): 0.1414
HOMO level (eV): -3.60
Total charge: -1

***

4.
Density functional theory data (ωB97M-V/def2-TZVPD) for an isolated ion of composition C10H18N3OS and charge +1.

XYZ file:
```
33
Properties=species:S:1:pos:R:3:mulliken_charge:R:1
H -2.11944 3.27793 0.71267 0.26
N -2.72269 2.53767 0.34071 -0.65
C -2.43014 1.35863 0.18964 0.25
C -3.23722 0.38112 -0.48661 -0.68
C -3.26069 -1.09930 0.12039 -0.94
C -1.86604 -1.68557 0.19169 -0.27
C -1.00013 -0.73079 0.94306 -0.36
S 0.78287 -1.27156 0.92457 -0.13
C 1.06006 -0.23914 -0.71826 0.20
N 0.89553 -0.93313 -1.92185 -0.46
C 2.38242 0.51055 -0.42182 0.28
O 2.34503 1.70381 -0.55536 -0.58
C 3.58410 -0.20358 0.03004 -0.57
C 4.24341 0.35358 1.31749 -1.11
N -0.06141 0.79704 -0.76405 -0.05
C -0.99968 0.81386 0.40511 -0.52
H -4.22537 0.68374 -0.43937 0.49
H -2.75785 0.19296 -1.47388 0.25
H -3.47025 -0.95813 1.15583 0.43
H -3.99714 -1.68031 -0.44083 0.37
H -1.97838 -2.63413 0.75561 0.37
H -1.42028 -1.99407 -0.85403 0.00
H -1.44794 -0.71015 1.91875 0.74
H 0.24091 -1.58494 -1.70521 0.06
H 1.67432 -1.07109 -2.48258 0.25
H 3.38096 -1.18293 0.18830 0.59
H 4.30492 0.15772 -0.71347 0.35
H 3.81381 -0.18582 2.09436 0.33
H 3.73253 1.32522 1.42243 0.32
H 5.32426 0.34339 1.49086 0.35
H -0.65721 0.68214 -1.62376 0.52
H 0.40053 1.81127 -0.89859 0.53
H -0.51380 1.23403 1.29817 0.38
```

Output
LUMO (eV): -3.11
Energy relative to the best compared isomer or geometry (same formula, charge and spin) (kJ/mol): 22.2
F_max (Eh/bohr): 0.0776
HOMO level (eV): -13.13
Total charge: +1

***

5.
Density functional theory data (ωB97M-V/def2-TZVPD) for one molecule with the formula C10H18N4O5.

XYZ file:
```
37
Properties=species:S:1:pos:R:3:mulliken_charge:R:1
C -3.14950 1.77181 2.41550 -1.03
N -2.27857 1.89113 1.25353 -0.16
C -1.13448 1.19662 1.08102 0.40
O -0.74655 0.33550 1.88222 -0.84
C -0.18535 1.60369 -0.08796 0.06
C 0.81382 2.69878 0.34094 -1.07
C 0.11019 3.94489 0.84587 0.40
N 0.70312 4.67717 1.78530 -0.38
O -1.02240 4.23851 0.48316 -0.68
N 0.65581 0.50353 -0.52890 -0.05
C 0.13345 -0.65265 -0.93618 0.23
O -1.00176 -0.75184 -1.44949 -0.73
C 1.01511 -1.90086 -0.79012 0.08
C 0.82519 -2.46601 0.62346 -0.64
O 1.33227 -1.52456 1.52663 -0.60
N 0.63301 -2.89002 -1.81812 -0.19
C 1.44813 -3.82215 -2.35455 0.67
C 0.85177 -4.58757 -3.50644 -1.17
O 2.61165 -3.98452 -2.05852 -0.64
H -3.65813 2.71333 2.55045 0.37
H -2.55165 1.56922 3.24750 0.36
H -3.88444 0.96390 2.31110 0.28
H -2.43708 2.65002 0.57495 0.35
H -0.81444 1.90891 -0.90323 0.32
H 1.49155 2.31484 1.08151 0.62
H 1.33920 3.02406 -0.53411 0.47
H 1.59157 4.41510 2.12314 0.20
H 0.13221 5.36083 2.20004 0.25
H 1.62575 0.52210 -0.25286 0.36
H 2.02776 -1.57748 -0.94186 0.36
H 1.31300 -3.45243 0.75019 0.36
H -0.21230 -2.61006 0.87287 0.34
H 0.58182 -0.99661 1.84662 0.43
H -0.28905 -2.78324 -2.27058 0.27
H -0.16636 -4.85211 -3.29186 0.37
H 1.38338 -5.50384 -3.68481 0.34
H 0.91231 -3.94799 -4.38637 0.27
```

Output
LUMO (eV): 0.39
Energy relative to the best compared isomer or geometry (same formula, charge and spin) (kJ/mol): 68.1
F_max (Eh/bohr): 0.0623
HOMO level (eV): -9.31

***

6.
Density functional theory data (ωB97M-V/def2-TZVPD) for C10H18N4O6RhS3 as an isolated structure.

XYZ file:
```
42
Properties=species:S:1:pos:R:3:mulliken_charge:R:1
Rh -0.24548 -0.77591 0.13804 0.49
O -2.26281 0.20792 -0.49501 -0.68
S -1.80940 1.57915 -0.19143 1.71
O -2.82779 2.42771 0.33831 -0.68
O -0.62374 1.45801 0.70339 -0.85
C -1.23576 2.32917 -1.72793 -0.08
C -1.79611 3.56389 -2.01636 -0.52
C -1.44435 4.23917 -3.17361 -0.62
C -0.54086 3.66902 -4.05600 -0.58
C 0.01259 2.43013 -3.77019 -0.57
C -0.32934 1.76546 -2.60288 -0.09
S 0.60360 0.24611 -2.31941 1.81
O 1.48291 0.07183 -3.43302 -0.69
O -0.33448 -0.88497 -2.13480 -0.67
O 1.30676 0.45673 -1.02766 -0.64
H -2.50070 3.98196 -1.31360 0.57
H -1.87474 5.20541 -3.38853 0.42
H -0.25734 4.18138 -4.96151 0.42
H 0.71781 1.95906 -4.43379 0.58
N 0.06783 -3.11065 -0.38160 -0.40
C -1.21148 -3.78093 -0.16509 -0.47
C -1.71999 -3.42454 1.23093 -0.56
N -1.92720 -1.98115 1.29534 -0.36
H 0.32621 -3.11424 -1.36607 0.28
H 0.80918 -3.53659 0.17264 0.25
H -1.12411 -4.87096 -0.26012 0.39
H -1.91585 -3.41165 -0.91636 0.34
H -0.97062 -3.70203 1.97768 0.33
H -2.64631 -3.96999 1.44288 0.39
H -2.10504 -1.65593 2.23931 0.20
H -2.69909 -1.69509 0.69108 0.35
C 3.32584 -1.03013 4.18071 -0.90
N 3.06648 0.16775 3.41603 -0.20
C 2.15180 0.23454 2.45829 0.72
N 1.91971 1.35951 1.80974 -0.19
S 1.27090 -1.19735 2.09057 -0.18
H 3.99178 -0.79085 5.00410 0.33
H 3.78252 -1.79929 3.55597 0.33
H 2.38776 -1.42203 4.57577 0.33
H 3.61100 0.99154 3.63683 0.26
H 2.43701 2.20078 2.01189 0.24
H 1.13089 1.42805 1.16547 0.18
```

Output
LUMO (alpha / beta) (eV): -5.30 / -5.32
F_max (Eh/bohr): 0.0652
HOMO level (alpha / beta) (eV): -12.34 / -12.34
Total charge: +1